# 1
{
  "formula": "C24H38BN6Pb",
  "method": "ωB97M-V with the def2-TZVPD basis set",
  "total_charge": 1,
  "multiplicity": 1,
  "gap_ev": 3.74,
  "fmax_ha_per_bohr": 0.0541,
  "de_lowest_kcal_mol": 0.00,
  "elements": ["Pb", "B", "H", "H", "H", "H", "C", "C", "C", "C", "N", "H", "H", "H", "H", "H", "H", "H", "C", "C", "C", "C", "N", "H", "H", "H", "H", "H", "H", "H", "N", "C", "C", "C", "C", "H", "H", "H", "H", "H", "N", "C", "C", "C", "C", "H", "H", "H", "H", "H", "N", "C", "C", "C", "C", "H", "H", "H", "H", "H", "N", "C", "C", "C", "C", "H", "H", "H", "H", "H"],
  "positions_angstrom": [[-0.1352, -0.3497, -2.3973], [0.3408, 0.0428, 0.2766], [-0.7762, -0.1773, 0.1029], [0.7869, -0.4184, 1.2126], [1.0249, -0.1395, -0.6187], [0.3206, 1.1698, 0.4375], [6.1360, 0.6145, -5.5110], [5.1767, 0.8342, -4.3333], [3.7483, 0.7334, -4.9077], [2.7469, 0.9332, -3.8796], [1.9643, 1.1419, -3.0600], [5.9862, 1.4068, -6.2492], [5.9502, -0.3276, -6.0302], [7.2123, 0.6299, -5.3437], [5.4591, 1.7291, -3.7807], [5.3125, 0.0421, -3.5935], [3.5670, -0.2543, -5.3345], [3.5209, 1.4754, -5.6762], [-4.9918, 2.5496, -2.6131], [-5.7437, 1.2060, -2.7749], [-5.2341, 0.0612, -1.9033], [-3.8310, -0.2967, -1.9299], [-2.7081, -0.5378, -2.0056], [-4.7458, 2.6758, -1.5557], [-5.6280, 3.3925, -2.8696], [-4.0399, 2.5384, -3.1428], [-5.8161, 0.8982, -3.8170], [-6.7655, 1.3806, -2.4375], [-5.6519, -0.8735, -2.2994], [-5.4775, 0.1131, -0.8399], [-0.7611, -2.3797, 1.7300], [-0.1147, -3.1377, 2.6787], [-0.7929, -4.3329, 2.7557], [-1.8296, -4.3531, 1.8392], [-1.8075, -3.1212, 1.2319], [-0.4960, -1.4804, 1.3346], [0.6971, -2.6815, 3.2202], [-0.5677, -5.1293, 3.4497], [-2.4869, -5.1312, 1.4871], [-2.3350, -2.7576, 0.3627], [1.0970, 1.7322, 2.6051], [2.0761, 2.6689, 2.3777], [2.4860, 3.1866, 3.5980], [1.8445, 2.3970, 4.6292], [0.9251, 1.6570, 3.9424], [0.5778, 1.1946, 1.9096], [2.4857, 2.9716, 1.4274], [3.2477, 3.9167, 3.8186], [2.0580, 2.3024, 5.6800], [0.2029, 0.9402, 4.3108], [3.5332, -0.6693, 1.2185], [4.6924, -0.3169, 0.5544], [5.6829, -1.0462, 1.1521], [5.1521, -1.8484, 2.1766], [3.8170, -1.5218, 2.2502], [2.5817, -0.3972, 1.0352], [4.6228, 0.4497, -0.1987], [6.7161, -1.0227, 0.8379], [5.6720, -2.5830, 2.7678], [3.0093, -1.9449, 2.8249], [-5.9619, -0.3469, 2.1790], [-5.4709, 0.8925, 2.4453], [-4.1799, 0.9205, 1.9124], [-3.9764, -0.3129, 1.1852], [-5.1311, -1.0227, 1.3845], [-6.8906, -0.6630, 2.4016], [-6.0765, 1.6082, 2.9743], [-3.4471, 1.7107, 1.9465], [-3.1584, -0.6002, 0.5531], [-5.4020, -1.9419, 0.8853]],
  "mulliken_charge": [1.111, 1.005, -0.540, -0.367, -0.140, -0.060, -1.312, -0.273, -0.410, 0.270, -0.485, 0.330, 0.341, 0.367, 0.361, 0.283, 0.322, 0.353, -1.082, -0.521, -0.083, 0.296, -0.443, 0.317, 0.362, 0.267, 0.340, 0.308, 0.360, 0.027, 0.262, -0.429, -0.679, -0.690, -0.277, 0.254, 0.376, 0.397, 0.423, 0.315, 0.282, -0.219, -0.742, -0.416, -0.554, 0.059, 0.370, 0.385, 0.397, 0.375, 0.115, -0.475, -0.583, -0.609, -0.273, 0.332, 0.474, 0.384, 0.422, 0.169, 0.061, -0.632, -0.819, 0.414, -0.967, 0.213, 0.426, 0.433, 0.329, 0.394]
}

# 2
{
  "formula": "C5H14N2S",
  "method": "ωB97M-V with the def2-TZVPD basis set",
  "total_charge": 0,
  "smiles": "C[C@@H](N)CNCCS",
  "multiplicity": 1,
  "gap_ev": 9.21,
  "fmax_ha_per_bohr": 0.1275,
  "de_lowest_kcal_mol": 73.64,
  "elements": ["C", "N", "C", "C", "S", "C", "N", "C", "H", "H", "H", "H", "H", "H", "H", "H", "H", "H", "H", "H", "H", "H"],
  "positions_angstrom": [[-0.6296, -0.4902, -0.0461], [-0.0846, -1.0475, 1.1634], [-0.2422, -0.3175, 2.4222], [-0.0353, 1.2159, 2.2149], [1.7241, 1.6792, 1.8801], [0.2471, -0.1814, -1.3152], [-0.0178, 1.1742, -1.8924], [0.2336, -1.3126, -2.4434], [-1.4408, -1.1811, -0.5846], [-1.2027, 0.4090, 0.1803], [-0.1277, -2.0372, 1.1949], [0.7265, -0.5906, 2.9227], [-1.1323, -0.5519, 3.1285], [-0.6152, 1.5241, 1.1922], [-0.7989, 2.0231, 2.6146], [1.2456, 0.0303, -1.0293], [1.6083, 1.4141, 0.5545], [0.1239, 2.0418, -1.2945], [-0.5380, 1.1736, -2.6370], [0.4506, -0.9029, -3.4995], [1.0880, -1.9986, -2.2678], [-0.5825, -2.0738, -2.4582]],
  "mulliken_charge": [-1.020, -0.128, -0.500, -0.266, -0.168, 0.620, -0.481, -1.293, 0.253, 0.388, 0.226, 0.323, 0.271, -0.094, 0.374, 0.170, 0.045, 0.175, 0.104, 0.353, 0.323, 0.325]
}

# 3
{
  "formula": "C27H36F15N2O11S",
  "method": "ωB97M-V with the def2-TZVPD basis set",
  "total_charge": -1,
  "multiplicity": 1,
  "gap_ev": 2.61,
  "fmax_ha_per_bohr": 0.1145,
  "elements": ["C", "C", "C", "C", "C", "S", "C", "N", "N", "C", "O", "H", "H", "H", "H", "H", "H", "H", "H", "H", "H", "H", "C", "C", "O", "C", "O", "C", "F", "F", "F", "H", "H", "H", "H", "H", "C", "C", "O", "C", "O", "C", "F", "F", "F", "H", "H", "H", "H", "H", "C", "C", "O", "C", "O", "C", "F", "F", "F", "H", "H", "H", "H", "H", "C", "C", "O", "C", "O", "C", "F", "F", "F", "H", "H", "H", "H", "H", "C", "C", "O", "C", "O", "C", "F", "F", "F", "H", "H", "H", "H", "H"],
  "positions_angstrom": [[6.2223, -1.9161, -0.3751], [5.9968, -0.4060, -0.8142], [4.5874, 0.2260, -0.2749], [3.6155, 0.2645, -1.5341], [2.0989, 0.6564, -1.2224], [1.5328, 0.2315, 0.4942], [-0.2053, -0.3488, 0.2129], [-0.9725, -1.2965, 0.9288], [-2.1432, -1.3158, 0.2127], [-2.1212, -0.4227, -0.8905], [-0.8628, 0.2174, -0.8835], [5.3390, -2.5693, -0.6674], [6.4977, -2.0164, 0.7232], [5.9412, -0.4146, -1.9646], [6.8867, 0.2735, -0.5708], [4.8542, 1.2859, 0.0851], [4.2525, -0.4417, 0.5731], [3.6242, -0.7717, -2.0060], [4.0627, 1.0194, -2.2685], [1.8867, 1.7400, -1.4996], [1.4501, 0.0299, -1.9319], [-2.8786, -0.1922, -1.6848], [-5.5827, -1.7244, -0.6608], [-5.9309, -0.2594, -0.4932], [-7.3083, -0.0245, -0.8353], [-8.2044, -0.2496, 0.1392], [-7.9265, -0.6254, 1.2442], [-9.6122, 0.0833, -0.3474], [-9.8482, -0.3688, -1.5922], [-9.8277, 1.4137, -0.3750], [-10.5665, -0.4435, 0.4363], [-5.8234, -2.0652, -1.6712], [-4.5181, -1.8848, -0.4790], [-6.1581, -2.3439, 0.0306], [-5.3316, 0.3429, -1.1785], [-5.7125, 0.0922, 0.5178], [0.1641, -5.1495, 0.2765], [1.4107, -6.0014, 0.1410], [1.9527, -5.8949, -1.1831], [2.7637, -4.8392, -1.4010], [3.0409, -4.0187, -0.5774], [3.3077, -4.8666, -2.8256], [2.3633, -5.1832, -3.7369], [4.2918, -5.7750, -2.9687], [3.8163, -3.6863, -3.2003], [-0.5657, -5.4121, -0.4935], [-0.2928, -5.2877, 1.2582], [0.3967, -4.0901, 0.1482], [1.1571, -7.0528, 0.2916], [2.1593, -5.7400, 0.8927], [-9.9858, 1.3988, 3.5078], [-9.8821, 2.9060, 3.3897], [-9.5243, 3.4885, 4.6531], [-8.2101, 3.5169, 4.9372], [-7.3512, 3.0940, 4.2151], [-7.9718, 4.2008, 6.2807], [-8.8532, 3.8112, 7.2207], [-8.0819, 5.5400, 6.1832], [-6.7514, 3.9510, 6.7759], [-10.6816, 1.1232, 4.3041], [-10.3314, 0.9615, 2.5699], [-9.0197, 0.9571, 3.7612], [-10.8541, 3.3218, 3.1177], [-9.1768, 3.2004, 2.6089], [3.2012, 3.4267, 5.3045], [3.8912, 3.8084, 4.0102], [5.1792, 3.1842, 3.9230], [5.1895, 1.9229, 3.4463], [4.2106, 1.3222, 3.1077], [6.6198, 1.3971, 3.3608], [7.3492, 1.7102, 4.4527], [7.2742, 1.9097, 2.3028], [6.6708, 0.0671, 3.2377], [3.8362, 3.6626, 6.1619], [2.2543, 3.9600, 5.4085], [3.0012, 2.3537, 5.3405], [4.0637, 4.8863, 3.9885], [3.2775, 3.5632, 3.1401], [5.0847, -1.4189, -5.9371], [6.2160, -0.5896, -6.5094], [5.7503, 0.7231, -6.8663], [5.7181, 1.6297, -5.8724], [6.0450, 1.4085, -4.7416], [5.2506, 2.9821, -6.4035], [4.2055, 2.8727, -7.2467], [6.2272, 3.6148, -7.0844], [4.8643, 3.8144, -5.4255], [4.2423, -1.4511, -6.6330], [5.4166, -2.4391, -5.7369], [4.7132, -0.9861, -5.0056], [6.5830, -1.0513, -7.4282], [7.0606, -0.5319, -5.8188]],
  "mulliken_charge": [-0.610, -0.485, -0.142, 0.139, -0.531, 0.092, 0.304, -0.522, -0.156, 0.054, -0.306, -0.165, 0.078, -0.049, 0.290, -0.058, 0.308, -0.228, 0.054, 0.367, 0.370, 0.309, -1.032, -0.087, -0.347, 0.393, -0.496, 0.861, -0.255, -0.260, -0.249, 0.290, 0.315, 0.332, 0.258, 0.308, -0.970, -0.241, -0.353, 0.256, -0.415, 0.896, -0.283, -0.273, -0.212, 0.297, 0.366, 0.216, 0.300, 0.322, -0.929, -0.248, -0.309, 0.384, -0.499, 0.857, -0.245, -0.254, -0.238, 0.335, 0.177, 0.313, 0.313, 0.326, -1.111, -0.180, -0.325, 0.293, -0.434, 0.923, -0.269, -0.260, -0.236, 0.295, 0.374, 0.312, 0.312, 0.287, -0.797, -0.329, -0.336, 0.404, -0.497, 0.854, -0.256, -0.264, -0.244, 0.333, 0.378, 0.064, 0.330, 0.346]
}

# 4
{
  "formula": "C5H12N2O",
  "method": "ωB97M-V with the def2-TZVPD basis set",
  "total_charge": 0,
  "multiplicity": 1,
  "gap_ev": [8.42, 5.98],
  "fmax_ha_per_bohr": 0.0271,
  "de_lowest_kcal_mol": 134.61,
  "elements": ["C", "C", "N", "O", "H", "H", "H", "H", "H", "C", "C", "C", "N", "H", "H", "H", "H", "H", "H", "H"],
  "positions_angstrom": [[-0.4658, 2.8905, 0.4584], [-0.3479, 1.3561, 0.2676], [-0.4817, 0.9863, -1.2296], [-1.0242, 0.5924, 1.0387], [-0.0582, 1.5579, -1.9454], [-1.3097, 0.4725, -1.4947], [0.1683, 3.4314, -0.2469], [-0.1482, 3.1237, 1.4733], [-1.5062, 3.1859, 0.3242], [-0.5903, -2.1940, -0.6367], [1.3692, -1.8161, 1.0060], [0.6467, -1.4058, -0.2691], [1.0479, -0.4094, -0.9082], [0.7903, 1.1187, 0.3559], [0.6667, -1.7472, 1.8360], [-0.8476, -2.0545, -1.6848], [-1.4000, -1.8184, -0.0068], [-0.4418, -3.2568, -0.4423], [2.2190, -1.1664, 1.1966], [1.7135, -2.8469, 0.9077]],
  "mulliken_charge": [-1.215, 0.528, -0.414, -0.677, 0.232, 0.273, 0.347, 0.301, 0.347, -1.355, -1.284, 1.314, -0.684, 0.163, 0.304, 0.345, 0.284, 0.412, 0.361, 0.419]
}